1.
{"formula": "C2H6N4", "method": "ωB97M-V with the def2-TZVPD basis set", "species": ["N", "N", "N", "N", "C", "C", "H", "H", "H", "H", "H", "H"], "xyz": [[-0.63157, 0.19448, 0.98504], [-0.12612, 0.62217, -1.58397], [-0.93384, -0.46857, -1.28047], [0.65382, -0.09259, 1.54852], [-1.15545, -0.63256, -0.04378], [1.65547, -0.25195, 0.77927], [-1.25947, 0.25803, 1.76413], [-0.30874, 1.37192, -0.92509], [1.63074, -0.12129, -0.30012], [-1.94072, -1.32584, 0.28871], [2.62602, -0.52828, 1.28545], [-0.21014, 0.97448, -2.51769]], "de_lowest_kj_mol": 309.8, "energy_ha": -298.73091, "lumo_energy_ev": 1.1269, "homo_energy_ev": -8.65, "largest_force_ha_per_bohr": 0.027, "homo_lumo_gap_ev": 9.78, "total_charge": 0, "smiles": "C=NN/C=N\\N"}


2.
{"formula": "C2H6N4", "method": "ωB97M-V with the def2-TZVPD basis set", "species": ["N", "N", "N", "N", "C", "C", "H", "H", "H", "H", "H", "H"], "xyz": [[-0.13476, 1.09374, -0.69808], [1.14425, 0.86276, -0.15391], [1.07323, -0.21246, 0.75483], [0.83930, 0.42747, -1.44636], [-1.07251, 0.22374, 0.03859], [-0.18874, -0.97117, 0.60196], [-1.79419, -0.35318, -0.48874], [1.30180, 0.07813, 1.66891], [-1.48585, 0.86144, 0.84041], [-0.28038, -1.55834, -0.36192], [1.10364, 0.89522, -2.25261], [-0.50580, -1.34735, 1.49693]], "de_lowest_kj_mol": 530.5, "energy_ha": -298.64683, "lumo_energy_ev": 1.1235, "homo_energy_ev": -9.18, "largest_force_ha_per_bohr": 0.113, "homo_lumo_gap_ev": 10.30, "total_charge": 0, "smiles": "C1Cn2[nH]n2N1"}


3.
{"formula": "C2H6N4O", "method": "ωB97M-V with the def2-TZVPD basis set", "species": ["O", "N", "N", "N", "N", "C", "C", "H", "H", "H", "H", "H", "H"], "xyz": [[0.76355, 1.27224, 0.88737], [-0.38733, 0.57531, 0.97491], [0.04903, -1.41486, 0.92143], [-0.77152, -1.78163, 0.19574], [-1.08913, 0.48172, -0.31993], [1.88560, 0.73122, 0.16360], [-1.73621, -0.77979, -0.41474], [-2.73670, -0.73470, 0.11945], [2.73240, 1.16250, 0.62453], [-1.99778, -0.96690, -1.45201], [-0.61743, 0.75361, -1.20196], [1.91183, 1.08368, -0.91837], [1.99369, -0.38240, 0.41998]], "de_lowest_kj_mol": 634.1, "energy_ha": -373.86887, "lumo_energy_ev": [0.8633, 0.8636], "homo_energy_ev": [-8.10, -8.10], "largest_force_ha_per_bohr": 0.063, "homo_lumo_gap_ev": [8.96, 8.96], "total_charge": 0}